Version A
{"formula": "C4H9NO2", "method": "the ωB97M-V functional and the def2-TZVPD basis", "species": ["C", "H", "H", "H", "C", "H", "H", "O", "H", "N", "C", "O", "H", "C", "H", "H"], "positions_angstrom": [[1.3992, -0.4956, 0.0213], [0.9897, 1.3873, 1.0420], [-1.4068, -1.2509, 0.4586], [3.2127, -0.8662, -0.7128], [0.5038, 0.4833, 0.7161], [-3.1730, 0.4677, 0.2451], [0.0912, -0.1125, 1.5382], [-3.0517, -0.2779, -0.3370], [-1.2286, -1.1028, -1.1529], [2.7272, -0.1789, -0.1603], [-1.6564, -0.5274, -0.3284], [1.0691, -1.6301, -0.2830], [3.2193, 0.6666, 0.0459], [-0.8064, 0.7483, -0.1855], [-1.4014, 1.5605, 0.2473], [-0.4877, 1.1285, -1.1545]], "mulliken_charge": [0.58, 0.34, 0.29, 0.24, -0.60, 0.31, 0.27, -0.53, 0.35, -0.41, -0.39, -0.61, 0.18, -0.73, 0.46, 0.28], "homo_lumo_gap_ev": 10.75, "lumo_energy_ev": 0.78}

=====

Version B
{"formula": "C4H9NO2", "method": "the ωB97M-V functional and the def2-TZVPD basis", "species": ["H", "C", "H", "O", "N", "C", "C", "H", "H", "C", "H", "O", "H", "H", "H", "H"], "positions_angstrom": [[-1.8275, -1.5604, -1.2134], [-1.2182, -1.5493, -0.3070], [0.2137, 1.0884, 1.4840], [1.4394, -0.4099, 0.7369], [-1.4104, 0.8008, -0.5884], [-0.8697, -0.1429, 0.0808], [1.9168, 0.3058, -0.3822], [-1.4460, 2.6443, -0.8002], [1.3908, 0.0150, -1.3036], [0.1703, 0.0407, 1.1664], [-1.7663, -2.0527, 0.4986], [-0.9802, 2.0633, -0.1866], [2.9773, 0.0656, -0.4870], [-0.0906, -0.5828, 2.0282], [1.7965, 1.3900, -0.2487], [-0.2960, -2.1160, -0.4777]], "mulliken_charge": [0.37, -1.07, 0.39, -0.38, -0.57, 0.81, -0.62, 0.36, 0.25, -0.57, 0.29, -0.37, 0.27, 0.32, 0.28, 0.25], "homo_lumo_gap_ev": 10.67, "lumo_energy_ev": 0.95}

=====

Version C
{"formula": "C4H9NO2", "method": "the ωB97M-V functional and the def2-TZVPD basis", "species": ["H", "C", "H", "H", "H", "H", "C", "N", "O", "H", "H", "H", "C", "C", "H", "O"], "positions_angstrom": [[-1.1712, 0.4901, 0.3799], [1.0638, 0.4822, 1.8469], [1.1117, -0.2013, -0.7934], [-1.8537, -1.0503, -0.2237], [0.8953, -1.5407, 1.8554], [0.7508, 1.9559, 0.5901], [-1.1083, 0.2848, -1.6986], [0.8593, -0.7402, 1.2504], [1.2215, 0.6067, 3.0340], [-2.1291, 0.1135, -2.0969], [-0.9605, 1.3431, -1.8476], [0.5871, -1.8800, -0.5740], [-1.0111, -0.3747, -0.3173], [0.5231, -0.8546, -0.1341], [-0.2658, -0.1630, -2.3202], [1.4874, 1.5286, 1.0493]], "mulliken_charge": [0.17, 0.43, 0.40, 0.38, 0.23, 0.33, -1.06, -0.08, -0.57, 0.31, 0.31, 0.34, -0.21, -0.80, 0.28, -0.46], "homo_lumo_gap_ev": 10.36, "lumo_energy_ev": 0.67}

=====

Version D
{"formula": "C4H9NO2", "method": "the ωB97M-V functional and the def2-TZVPD basis", "species": ["H", "N", "C", "H", "H", "C", "C", "H", "C", "O", "H", "O", "H", "H", "H", "H"], "positions_angstrom": [[0.8923, -2.1936, -0.5429], [-0.6977, -0.8403, -0.4522], [-1.7091, -1.8117, -0.8009], [-1.0824, 0.7165, 0.1820], [0.5890, 1.4943, 1.9257], [0.5146, -1.1814, -0.3527], [1.3491, 1.0673, -0.0603], [-2.4474, -1.8513, 0.0067], [0.3648, 1.7634, 0.8780], [1.5077, -0.3691, 0.0135], [0.6110, 2.8312, 0.7693], [-0.9859, 1.6197, 0.5593], [-1.3163, -2.8241, -0.9677], [1.1013, 1.3290, -1.0955], [2.3550, 1.4280, 0.1728], [-2.2327, -1.4801, -1.7021]], "mulliken_charge": [0.35, -0.37, -0.94, 0.53, 0.24, 0.11, -0.53, 0.29, -0.36, -0.32, 0.31, -0.59, 0.35, 0.36, 0.29, 0.28], "homo_lumo_gap_ev": 10.71, "lumo_energy_ev": 0.95}

=====

Order from most stable to least stable according to the calculation: version A, version C, version D, version B